116
Properties=species:S:1:pos:R:3 method="wB97M-V/def2-TZVPD" spin_multiplicity=6 homo_ev="-11.55 / -12.78" de_lowest_kcal_mol=13.6 homo_lumo_gap_ev="6.78 / 6.33" charge=+2
H -6.07 -2.82 -2.06
H -1.19 -4.81 0.09
H 2.09 4.94 5.84
C 0.20 -3.16 -1.34
C -0.10 -1.47 3.22
C 1.59 -3.14 -1.16
C -0.63 -3.18 1.34
H -1.26 4.72 -1.67
H 0.31 -2.18 6.53
C -3.37 2.37 0.53
C 2.21 4.88 4.76
H 3.99 2.35 0.04
C -2.94 2.47 -1.84
C -4.10 -2.13 -2.49
C 0.86 3.70 3.21
C -0.33 -3.84 -2.43
C 1.69 1.19 3.86
C 0.35 2.64 2.43
H 4.03 -1.93 1.51
C 1.90 3.10 -3.19
C -3.50 -2.83 0.13
C 0.20 0.13 -7.35
C -0.86 0.78 -6.71
C 0.28 -4.97 5.61
C 0.12 3.06 -1.54
P -0.78 -2.16 -0.16
C 3.45 1.86 0.84
C -2.50 -2.33 -0.70
C -2.47 2.32 -0.53
C 1.82 3.54 4.23
H 0.32 0.21 -8.42
C -0.29 -2.77 2.66
H -0.08 5.81 -3.50
H -5.39 2.73 1.12
H 2.57 2.46 1.07
H -2.04 -1.54 -2.65
C 0.98 -0.73 -5.24
C -0.36 -5.18 3.30
H 2.54 -4.87 -3.89
C 0.73 1.34 2.88
H 4.09 1.82 1.72
C 1.41 4.29 -3.69
H 4.64 -1.36 -1.07
H -3.02 2.20 1.54
H -1.56 1.35 -7.29
H 1.66 -1.33 -4.66
H -0.94 -6.57 1.78
H 1.89 6.65 3.49
H 0.63 6.40 4.69
H -2.25 2.40 -2.67
C 1.26 2.50 -2.12
H -1.02 -6.53 4.81
H 2.75 2.62 -3.65
C -0.87 -4.53 1.09
C 1.31 5.88 4.01
C -0.81 4.38 1.21
H -1.81 1.19 -4.84
H 4.24 -0.43 2.42
H 0.09 -4.97 -4.18
H 0.57 -0.71 -2.63
C -0.19 -0.13 -3.18
C 2.43 -3.76 -2.07
C 0.16 -2.37 5.47
H 2.00 -2.66 -0.26
C -4.27 2.75 -2.07
C -0.36 4.26 -2.06
C -0.42 3.05 1.31
H -4.63 2.89 -3.08
H 1.93 -1.13 -7.11
C 0.05 -1.29 4.58
Ru 0.46 -0.07 -0.44
O -1.33 0.25 1.66
C 1.89 -4.41 -3.17
C -4.70 2.66 0.29
C 0.54 5.05 3.03
C 4.57 -0.30 -0.81
H 4.56 0.29 -1.73
P -0.71 2.07 -0.21
H -3.27 -3.10 1.15
H -6.19 3.12 -1.18
S 0.05 -0.11 2.05
As 2.96 0.04 0.27
H 3.27 5.06 4.55
H -1.01 0.37 -2.67
C 1.11 -0.63 -6.60
C 2.26 2.28 4.53
H 0.67 -6.73 4.35
H 5.46 -0.02 -0.23
C -1.00 0.69 -5.34
C 0.10 -3.64 4.97
H -1.40 -3.90 -2.56
H 1.67 1.56 -1.72
C -5.08 -2.66 -1.67
H 1.32 -5.09 5.90
C 3.52 -1.01 1.84
C -5.15 2.87 -1.00
C 0.30 4.87 -3.11
H -0.32 -5.06 6.52
H 2.68 -1.29 2.47
H 3.50 -3.74 -1.92
H -4.32 -1.87 -3.52
H -0.71 6.40 1.93
C -0.07 -0.06 -4.56
C -0.74 -5.54 2.04
H -1.49 4.65 0.42
C 0.51 -4.46 -3.33
C -2.82 -1.95 -2.01
H 1.90 4.76 -4.53
C -0.19 -3.82 3.60
H 3.02 2.11 5.29
C -4.78 -2.99 -0.36
H 2.01 0.20 4.13
C -0.37 5.39 2.07
C -0.12 -5.99 4.53
H 0.09 -0.29 4.98
H -5.55 -3.39 0.28

=====

150
Properties=species:S:1:pos:R:3 method="wB97M-V/def2-TZVPD" homo_ev=-9.28 homo_lumo_gap_ev=7.52 smiles="CCOCCOCCOC[SiH2]CCC(=O)O.O=C1C=C(O)C(=O)C=C1O.O=C1C=C(O)C(=O)C=C1O.O=C1C=C(O)C(=O)C=C1O.O=C1C=C(O)C(=O)C=C1O.O=C1C=C(O)C(=O)C=C1O.O=C1C=C(O)C(=O)C=C1O.O=C1C=C(O)C(=O)C=C1O.O=C1C=C(O)C(=O)C=C1O"
H 2.02 3.44 -2.46
H -0.62 8.28 -9.81
O -1.44 -0.30 -3.28
C -1.28 7.20 -5.23
C -1.92 -3.08 3.64
C 1.95 5.41 -11.66
H -3.22 4.05 -3.36
C 0.55 7.04 -10.55
O 7.68 2.42 1.79
H 2.16 4.17 -13.55
C 1.66 6.29 -10.54
C -3.98 4.27 0.04
H 3.12 -6.86 7.36
C 8.62 -0.89 0.42
C 2.11 0.80 -3.03
C -4.64 5.57 0.04
H 4.19 2.53 -2.42
C 1.31 -6.04 8.46
H 1.30 -1.84 -0.37
O 0.22 7.86 -9.56
O -2.13 -4.82 8.58
O -8.53 -7.74 2.02
C -2.21 3.52 -7.27
H -5.04 -5.00 0.98
O -4.45 6.38 -3.41
H -0.63 -4.72 3.29
C 0.36 -3.24 0.92
C -1.40 0.80 -7.34
C 0.58 0.91 -3.05
C -4.27 5.70 -2.41
O -1.49 1.01 -9.66
O -0.15 -7.55 13.55
H -2.91 -3.50 3.64
O 10.76 -1.82 0.20
O 2.55 -6.82 6.57
C 9.82 1.48 1.59
H 3.76 -1.26 2.49
O 0.60 4.48 -3.92
O -3.82 3.59 1.03
H -8.77 -7.30 1.18
C 1.03 7.08 -6.29
O 11.84 0.31 1.29
C -0.23 -0.36 -3.21
H -2.71 -4.78 7.79
H 3.99 -1.94 0.90
H 4.50 0.19 0.33
O -2.88 -5.45 16.74
O -5.36 7.43 -1.18
H -1.55 -7.53 15.80
C -4.78 -6.12 2.77
C -2.25 -5.47 15.70
O 2.30 -6.27 9.12
O -0.14 -5.28 12.23
H -1.56 -3.09 4.67
C -1.00 -3.87 2.72
O -2.84 2.57 -1.19
C -0.96 6.12 -4.51
H -1.37 0.81 -5.21
H -3.31 -3.54 16.21
O -1.42 7.71 -11.60
O 2.03 -1.59 1.52
C -3.45 3.74 -1.27
C -0.43 7.01 -11.69
H -2.24 7.69 -5.16
O -2.93 -3.21 15.38
H 10.32 2.34 2.01
O -4.67 -7.45 4.68
H 2.37 6.31 -9.72
H -2.61 4.92 -6.12
C 1.38 -6.35 6.98
H 2.38 -3.12 0.17
C 0.39 5.45 -4.62
H -0.83 6.14 -13.65
H -1.02 -0.59 -8.49
C -5.35 -7.14 3.72
H 8.11 -1.75 -0.01
C -0.31 7.76 -6.16
O -1.04 -0.46 -7.53
H -3.35 -6.10 3.93
C -5.44 -5.73 1.67
C 10.63 0.35 1.17
H -1.34 4.78 -3.27
C -1.65 1.58 -8.60
H 0.22 1.36 -2.13
C -1.54 -4.12 13.73
O 0.07 -3.05 2.28
O 0.44 -1.55 -3.34
O -2.06 3.34 -4.96
H -2.89 2.30 -0.25
O -2.59 4.78 -7.08
C 1.60 -2.43 0.50
H 0.96 -1.70 -2.55
H 3.70 0.87 1.80
H 2.31 5.50 -5.64
H 2.49 -0.13 -2.60
H 0.31 1.60 -3.85
H -5.00 5.95 0.99
H -7.07 -8.41 4.13
O -3.59 -5.65 3.10
C 0.98 5.40 -12.82
C -0.13 6.15 -12.82
C -6.75 -6.29 1.38
C 9.95 -0.84 0.57
C 0.34 -6.16 6.17
C 8.49 1.43 1.44
C -0.80 -5.27 13.26
C 2.53 1.98 -0.19
C 3.38 -1.23 1.46
O 1.86 7.62 -7.17
C 7.80 0.22 0.85
C -1.54 1.35 -6.12
C 3.60 0.20 0.95
H 1.38 8.37 -7.57
O -1.91 -5.44 6.04
Si 2.78 2.26 -2.05
H -2.01 -2.06 3.27
O -7.41 -6.00 0.40
C -7.33 -7.29 2.34
H -0.51 -2.93 0.33
H 0.25 -7.22 12.73
C -1.52 -6.63 15.21
C -6.66 -7.69 3.44
C -0.84 -6.54 14.06
H 6.77 2.12 1.57
O 2.51 0.60 0.13
H -1.60 -4.21 1.88
H 0.38 -6.38 5.11
O 1.32 4.59 -13.81
H 0.03 -5.27 10.05
O 6.59 0.25 0.77
C 0.07 -5.50 8.99
C -2.22 -4.21 14.88
H -5.33 7.69 -2.13
O -1.80 5.56 -3.65
C -0.91 -5.64 6.71
C -0.97 -5.31 8.17
C -3.60 4.42 -2.42
C 1.35 6.00 -5.56
H 2.48 0.90 -4.05
H 0.51 -4.31 0.71
H 1.61 2.46 0.14
H -2.27 3.52 -9.40
H 3.34 2.51 0.33
C -2.08 2.97 -8.49
C -1.94 2.74 -6.02
H 11.66 -1.52 0.42
O -0.51 8.75 -6.84
C -4.78 6.25 -1.11
H -1.51 -3.22 13.14
O 2.92 4.69 -11.73